Formula: C16H53N14O14
Source: OMol25
Level of theory: ωB97M-V with the def2-TZVPD basis set

- E_tot: -2461.55685 a.u.
- Charge: -1
- LUMO energy: 2.08 eV
- Relative energy (zero: lowest compared OMol25 entry of this formula, charge and spin): 59.5 kcal/mol

```
97
Properties=species:S:1:pos:R:3:forces:R:3
C 0.3193 -0.9024 -0.6648 0.88 -0.29 1.56
C -0.7538 0.1796 -0.3511 1.36 -0.51 -1.66
C -0.7793 0.3366 1.1642 0.36 -0.44 0.29
O -0.4399 1.2755 -1.0747 -0.85 0.23 -0.10
H 0.4236 -1.2741 -1.6800 -0.75 -0.25 -0.03
H 0.2575 -1.7115 0.0882 -0.19 -0.45 -0.64
H 1.3232 -0.5084 -0.4327 -0.24 0.50 0.05
H -1.7045 -0.3164 -0.6848 -0.12 0.07 0.21
H -0.9516 -0.6119 1.6973 -0.45 -0.01 -0.21
H -1.5263 1.0641 1.4670 0.11 0.16 0.16
H 0.2251 0.5972 1.5171 -0.11 0.65 -0.17
C 4.1514 1.4676 -2.3188 -1.41 -0.15 0.12
C 4.7644 2.8253 -2.1739 0.57 1.28 0.01
O 3.9793 3.8555 -2.8018 0.07 -0.31 0.04
O 2.9320 1.4915 -1.5784 0.83 -0.18 0.06
H 4.7772 0.6503 -1.9429 0.45 0.21 -0.09
H 3.8704 1.2729 -3.3623 0.47 0.06 -0.19
H 5.7775 2.9223 -2.5841 0.03 -0.63 -0.03
H 4.8581 3.1126 -1.1232 -0.25 -0.35 0.12
H 4.5194 4.2322 -3.4983 -0.13 0.01 -0.07
H 2.5320 0.6273 -1.7020 -0.43 0.19 0.13
C -0.0375 1.4617 4.4744 -1.59 0.71 -0.25
C 0.6553 0.1908 4.8298 1.06 -0.10 -0.80
O 2.0269 0.3726 5.2678 -0.61 -0.17 0.70
O -0.7812 2.0615 5.5686 0.39 -0.26 -0.03
H -0.7670 1.2188 3.6928 0.00 -0.18 0.03
H 0.5505 2.2715 4.0447 0.80 -0.55 -0.04
H 0.7553 -0.3952 3.9138 -0.18 0.04 -0.05
H 0.0758 -0.4226 5.5209 -0.02 0.19 0.18
H 1.9965 0.2425 6.2196 0.31 0.15 0.02
H -0.9561 2.9431 5.2158 -0.02 0.00 0.24
C 1.5753 -4.3343 -4.4543 0.67 -0.45 1.08
C 0.3440 -4.5451 -3.6016 -0.84 0.27 -1.06
O 0.2873 -3.6323 -2.5298 0.26 -0.45 -0.02
O 2.6947 -5.0608 -3.9113 -0.03 0.00 -0.23
H 1.8411 -3.2771 -4.4281 -0.33 0.12 -0.45
H 1.4077 -4.7155 -5.4602 0.00 0.19 -0.10
H 0.2708 -5.6036 -3.3307 0.24 0.06 0.33
H -0.5215 -4.3686 -4.2628 0.00 0.05 0.09
H 0.0052 -4.0900 -1.7285 0.22 0.32 0.19
H 3.2636 -4.4427 -3.4472 -0.06 -0.03 0.10
C 3.0764 2.1865 2.3288 0.95 0.39 -0.57
O 2.8385 2.7108 1.2679 -0.35 0.03 0.29
N 3.2343 2.8840 3.5207 -0.44 -0.35 -0.24
N 3.3881 0.8593 2.5033 0.06 0.47 0.37
H 3.1793 3.8826 3.4855 0.23 0.03 0.01
H 3.7138 2.3898 4.2487 -0.07 0.51 0.39
H 3.1742 0.1979 1.7815 -0.10 -0.03 0.04
H 3.4977 0.6135 3.4712 -0.32 -0.93 -0.20
C -5.4059 -0.2907 -0.3808 -1.41 -0.74 -0.60
O -6.4567 -0.7545 0.0636 0.40 0.27 0.39
N -5.3935 0.8666 -1.1033 0.80 0.43 0.06
N -4.2268 -0.9617 -0.3395 -0.22 0.82 -0.03
H -4.5306 1.2303 -1.4753 -0.06 0.02 -0.07
H -6.1882 1.4747 -1.1116 -0.18 -0.24 0.09
H -4.2125 -1.8345 0.1493 0.21 -0.05 -0.07
H -3.4265 -0.5185 -0.7638 0.40 -0.56 0.21
C 1.0533 -5.4711 0.6383 -0.29 -0.03 -0.18
O 1.7899 -5.1487 1.5455 0.14 0.01 -0.14
N -0.1030 -4.7642 0.3294 1.03 -0.35 -0.03
N 1.2962 -6.5351 -0.1910 0.01 0.01 0.19
H -0.2527 -4.0221 0.9938 -0.65 0.00 -0.14
H -0.8391 -5.2665 -0.1331 -0.43 0.27 0.37
H 0.6479 -6.8346 -0.8936 0.11 0.04 -0.10
H 2.1523 -7.0393 -0.0593 -0.03 -0.05 0.01
C -3.2597 -0.9121 4.3242 -0.01 0.55 -0.43
O -2.7332 -2.0145 4.2976 -0.16 0.02 0.36
N -3.4344 -0.1902 3.1663 0.04 -1.39 1.47
N -3.6962 -0.2927 5.4666 0.20 -0.33 -0.16
H -3.7194 0.7662 3.1944 0.09 0.05 -0.68
H -3.1424 -0.7788 2.4063 -0.07 0.99 -0.79
H -3.6125 -0.8075 6.3220 -0.06 0.11 0.07
H -4.2388 0.5469 5.4168 -0.03 -0.02 0.19
C -1.1393 4.0071 2.4709 -0.02 0.61 0.81
O -0.3707 4.0263 1.5533 0.23 -0.15 -0.21
N -0.8352 4.5513 3.7165 -0.11 -0.32 0.28
N -2.3884 3.4547 2.4247 -0.17 -0.47 -0.95
H -1.5790 4.7862 4.3486 0.13 0.28 0.04
H 0.0747 4.9577 3.8306 -0.08 0.23 -0.08
H -2.5499 2.9623 1.5601 -0.29 0.07 0.02
H -3.1058 3.4940 3.1206 0.17 0.07 0.17
C 1.3407 1.1298 -4.5876 1.69 0.52 0.62
O 1.2870 2.1645 -3.9643 -1.01 -0.27 -0.61
N 1.4004 -0.1023 -3.9781 -0.43 0.16 0.35
N 1.5487 1.0695 -5.9699 0.65 -0.23 -0.96
H 1.7894 -0.9261 -4.3917 -0.28 -0.02 -0.21
H 1.0890 -0.1248 -3.0183 0.13 0.04 0.05
H 1.8617 1.9439 -6.3707 -0.45 0.36 0.44
H 2.2954 0.4238 -6.2091 -0.39 -0.40 0.06
C -2.7294 1.0903 -3.8706 0.32 -0.43 -0.16
O -3.7315 0.8598 -4.5398 -0.06 0.26 0.02
N -2.3135 2.3298 -3.4616 -0.30 -0.05 0.15
N -1.8579 0.1235 -3.4484 0.05 0.28 0.05
H -2.9519 3.0825 -3.6405 0.02 0.05 0.13
H -1.6766 2.3574 -2.6616 0.05 0.12 0.00
H -0.9872 0.4990 -3.0841 -0.02 -0.40 0.54
H -1.8821 -0.7926 -3.8531 -0.13 0.06 -0.14
```
Forces are in eV/Å.



Formula: C16H53N4O7
Source: OMol25
Level of theory: ωB97M-V with the def2-TZVPD basis set

- E_tot: -1386.33094 a.u.
- Charge: +1
- LUMO energy: -2.04 eV
- Relative energy (zero: lowest compared OMol25 entry of this formula, charge and spin): 71.5 kcal/mol

```
80
Properties=species:S:1:pos:R:3:forces:R:3
N -0.2021 -0.5514 -1.0468 -6.88 13.68 1.38
H -0.1601 -0.5034 -0.1248 -0.19 0.33 5.99
H -0.9911 0.1426 -1.4568 2.16 -2.00 1.55
H -0.3431 -1.3164 -1.3188 -2.89 -15.22 -5.33
H 0.5749 -0.2454 -1.3378 7.94 3.01 -3.20
C 2.4439 1.6726 0.9952 0.67 1.89 0.05
C 2.2739 0.7116 2.1462 -4.67 3.40 -1.47
C 1.1899 1.3866 3.1102 0.66 -2.94 1.74
O 1.6199 2.6286 3.4772 2.55 0.29 -0.61
C 0.9309 3.2926 4.4332 -4.22 -2.72 0.97
N 1.7889 -0.4784 1.5842 -3.66 0.36 0.41
H 3.1909 1.3566 0.2862 -0.17 -0.96 -0.85
H 3.0299 2.5706 1.3232 -1.36 -0.09 0.02
H 1.4039 1.8996 0.5092 2.09 -0.28 0.88
H 3.0129 0.4836 2.7822 3.64 0.06 2.00
H 1.0979 0.6246 4.0362 0.23 1.57 -1.37
H 0.1799 1.5176 2.7952 -0.97 -0.58 -1.25
H -0.0551 3.6316 4.0852 0.05 0.42 -0.47
H 1.4399 4.0686 4.8262 1.93 2.54 1.04
H 0.5659 2.6346 5.2802 0.92 0.23 -0.48
H 2.5059 -0.9814 1.2062 2.30 -1.56 -1.41
H 1.5199 -1.0284 2.3602 -0.79 -1.19 0.83
C -3.7671 1.7876 -0.0438 2.12 3.26 0.86
C -2.6151 2.7466 0.6862 -8.20 -1.73 -0.54
C -2.7931 2.5526 2.2232 -4.27 -0.24 -2.61
O -4.1481 3.0076 2.5622 1.11 -0.33 1.69
C -4.3021 2.8966 4.0212 -1.43 0.83 0.35
N -1.4151 2.3976 0.2842 5.47 -2.43 -4.00
H -4.6201 2.3896 0.0182 -2.00 0.18 1.31
H -3.8181 0.7936 0.2362 -0.28 -1.85 1.06
H -3.7561 1.8406 -1.0898 1.27 -0.19 -2.04
H -2.8721 3.6886 0.1582 -0.57 0.51 1.72
H -2.1051 3.1766 2.6012 2.64 2.11 2.32
H -2.7331 1.5216 2.5972 0.58 0.08 -0.56
H -5.5231 2.9226 4.3012 3.53 0.11 -0.90
H -3.7281 3.8336 4.5822 -1.43 -2.64 -1.29
H -3.9111 1.8516 4.3042 -0.44 1.71 0.11
H -0.8081 3.0676 0.6632 1.86 0.88 0.56
H -1.3251 2.5416 -0.7728 0.04 -0.35 2.23
C 2.0869 -5.0104 0.2602 -4.19 0.41 5.01
C 1.6649 -3.5784 -0.2618 0.32 -0.53 1.65
C 2.8929 -2.7374 -0.5708 2.10 3.79 -0.78
O 3.5469 -2.2604 0.6222 -0.84 -1.25 0.79
C 4.7899 -1.5994 0.5322 -2.20 1.97 -0.49
N 0.8959 -3.6364 -1.4688 7.07 6.60 -3.78
H 2.7969 -5.4734 -0.2688 2.91 -1.45 -2.32
H 1.1459 -5.8324 0.2622 2.23 2.49 0.08
H 2.4859 -4.9684 1.4312 -1.12 -0.01 -3.09
H 1.0009 -3.1224 0.5552 1.13 -0.28 -0.98
H 2.7039 -1.6424 -1.3278 0.13 -3.50 2.14
H 3.7229 -3.2974 -1.0558 -0.97 -0.13 -0.49
H 5.1369 -1.3404 1.5222 -0.98 1.01 0.72
H 4.5609 -0.6714 -0.1368 1.52 -1.53 0.87
H 5.5879 -2.2564 0.4142 1.45 -1.29 -2.18
H 1.6189 -3.6174 -2.3898 -3.18 -0.75 3.25
H 0.3049 -4.2984 -1.3648 -4.91 -5.99 -0.40
C -1.4411 -1.6684 -4.2518 -1.42 2.04 -5.69
O -1.8321 -1.9544 -3.0828 -1.65 -0.41 8.05
H -0.7731 -0.9334 -4.2918 3.98 2.40 0.03
H -2.1921 -1.1674 -4.8658 -0.78 -0.10 -0.28
H -1.2541 -2.5454 -4.6898 1.91 -3.00 -2.95
H -2.7231 -2.1804 -3.2028 -2.01 -0.81 0.88
C -3.1881 -2.8624 0.2322 -1.34 5.24 0.05
O -2.3761 -1.7334 0.8372 1.16 -2.71 -1.60
H -2.6021 -3.5054 -0.3328 1.47 -0.63 -1.18
H -3.8681 -2.1574 -0.3838 0.47 -2.23 0.40
H -3.7301 -3.4634 0.9182 -0.52 -0.13 1.00
H -2.8681 -1.3064 1.5032 -1.10 0.54 1.19
C -1.5141 2.4876 -3.2058 -2.63 3.45 -3.21
O -0.3681 2.3596 -2.4748 -4.40 -3.48 4.10
H -1.3531 2.7906 -4.3348 0.11 -0.76 2.06
H -2.2731 3.3686 -2.8848 1.76 -2.01 -0.09
H -2.0321 1.5626 -3.2298 -0.75 -0.83 0.12
H 0.2939 2.7336 -2.8718 5.95 3.50 -3.39
C 2.6809 0.2126 -3.9788 1.25 -0.21 1.02
O 2.5439 -1.1204 -3.3938 -0.03 0.41 -0.25
H 3.7629 0.3156 -4.4028 -2.21 0.38 0.76
H 2.3719 0.9916 -3.1878 1.31 -1.25 -0.63
H 1.8869 0.3956 -4.6788 0.03 -0.35 -1.11
H 3.1249 -1.8114 -3.7798 -0.41 1.21 -0.02
```
Forces are in eV/Å.